Molecular formula: C3H9OS
Method: DFT, ωB97M-V/def2-TZVPD

ORCA input file:
```
! wB97M-V def2-TZVPD RIJCOSX def2/J DEFGRID3
* xyz -1 1
O 0.13 1.16 1.68
H 2.21 1.04 1.56
H -2.24 0.01 -1.14
C -1.50 0.42 -1.85
H 1.55 1.70 3.03
S 0.05 -1.15 -0.16
C -0.24 -0.51 -1.84
H 0.08 0.59 0.87
H -1.10 1.39 -1.51
H 1.49 -0.09 2.67
H 0.67 0.09 -2.16
C 1.40 0.96 2.25
H -2.01 0.53 -2.88
H -0.39 -1.35 -2.58
*
```

Results
**Electronic energy**: -593.1363 a.u.
**LUMO energy**: 0.154 Eh
**Gap between HOMO and LUMO**: 0.2535 Eh
**Energy above the lowest of the compared OMol25 structures with the same formula, charge and spin**: 0.994 eV

These are the natural (NBO) partial charges, in e, on atoms 1 to 4: -0.803 0.153 0.214 -0.632

***

Molecular formula: C24H38N2O5Re
Method: DFT, ωB97M-V/def2-TZVPD

ORCA input file:
```
! wB97M-V def2-TZVPD RIJCOSX def2/J DEFGRID3
* xyz 2 2
C -1.96 2.17 -1.06
C 3.43 2.34 -1.44
H -0.82 1.26 4.45
H 1.60 1.99 5.03
H 2.58 -1.29 3.61
H -0.60 4.21 0.38
O -1.17 -1.10 1.17
H -2.18 3.67 3.12
C 0.05 -3.16 0.88
H 1.40 3.84 3.63
C -0.13 -1.38 -2.05
C -0.24 3.22 2.31
H 2.74 -1.03 -1.49
O -2.20 -3.02 1.70
H 2.57 2.65 -2.04
C 0.31 3.70 3.65
C 1.51 -1.20 3.81
C 1.02 0.25 3.80
H 4.30 2.31 -2.11
H -5.08 1.70 -0.40
C -1.74 2.91 2.48
H 0.92 4.69 1.16
C 3.23 0.96 -0.81
N -1.84 1.19 -0.17
Re -0.08 0.30 0.49
N -3.24 2.47 -1.23
H -0.13 4.67 3.88
H 0.05 3.04 4.47
O 0.77 -2.34 -0.05
H -0.62 5.27 1.78
C -1.23 -2.47 1.30
O -0.50 -1.59 -3.27
H -0.43 -0.21 5.32
C 0.60 2.03 1.75
C 2.04 0.26 1.43
H -1.09 -0.31 3.69
H -3.60 3.19 -1.84
H -0.24 -3.43 -1.53
C -4.00 1.65 -0.43
C 4.53 0.51 -0.12
C 1.97 1.02 4.74
H -3.31 0.08 0.96
C 2.15 1.07 0.27
H 0.70 -3.30 1.74
C 0.46 -2.60 -1.40
H 2.65 -0.62 1.61
H -2.26 2.94 1.53
H 3.62 3.11 -0.69
H 1.34 -1.62 4.80
C -3.13 0.86 0.24
C -0.12 4.41 1.34
C -0.41 0.26 4.33
H 1.13 2.95 -0.23
H -1.92 1.94 2.94
C 2.89 -0.04 -1.91
C 1.21 2.11 0.44
H 0.96 -1.81 3.10
H -0.85 -0.78 -3.69
H 2.11 0.43 5.64
H 2.96 1.15 4.28
O -0.26 -0.26 -1.52
H 3.72 -0.10 -2.62
H 1.37 -2.85 -1.96
H 2.00 0.27 -2.47
H 5.36 0.63 -0.81
H 4.48 -0.54 0.17
H -0.19 -4.14 0.47
C 1.16 0.84 2.38
H 4.74 1.11 0.77
H -1.14 2.65 -1.58
*
```

Results
**Electronic energy**: -1500.7770 a.u.
**LUMO energy (alpha / beta)**: -0.292 / -0.281 Eh
**Gap between HOMO and LUMO (alpha / beta)**: 0.2675 / 0.2762 Eh
**Energy above the lowest of the compared OMol25 structures with the same formula, charge and spin**: 0.929 eV

These are the natural (NBO) partial charges, in e, on atoms 1 to 4: 0.224 -0.607 0.216 0.227